[1]
{"formula": "C2H6OS", "method": "the ωB97M-V functional and the def2-TZVPD basis", "species": ["C", "C", "O", "H", "H", "H", "H", "S", "H", "H"], "xyz": [[-0.365, -0.456, -1.353], [0.808, 0.024, -0.557], [1.359, 1.090, -0.568], [-0.323, -1.546, -1.402], [-0.279, -0.128, -2.390], [-1.272, -0.022, -0.948], [1.184, -0.638, 0.266], [0.102, 0.872, 2.602], [-0.084, -0.373, 2.102], [-1.130, 1.178, 2.248]], "forces_ev_per_angstrom": [[0.88, -0.04, -0.96], [0.75, -0.06, 1.74], [-0.31, 0.43, -1.10], [-0.53, 0.10, 0.39], [-0.01, 0.31, 0.02], [-0.26, -0.31, 0.21], [-0.37, -0.47, -0.60], [0.22, -0.60, 0.09], [0.19, 0.32, 0.28], [-0.55, 0.32, -0.08]], "e_lumo_ev": 0.77, "relative_energy_kcal_mol": 7.9, "homo_lumo_gap_ev": 10.471, "total_charge": 0, "smiles": "CC=O.S", "e_homo_ev": -9.70, "fmax_ev_per_a": 1.90, "total_energy_ev": -15053.0895}


[2]
{"formula": "C31H46B2GeN8O3RuSSe", "method": "the ωB97M-V functional and the def2-TZVPD basis", "species": ["Ru", "C", "C", "C", "C", "N", "N", "B", "N", "C", "C", "C", "C", "N", "N", "C", "C", "C", "C", "N", "N", "C", "C", "C", "C", "N", "H", "H", "H", "H", "H", "H", "H", "H", "H", "H", "H", "H", "H", "H", "H", "H", "H", "H", "H", "H", "O", "S", "C", "C", "C", "C", "H", "H", "H", "H", "H", "H", "H", "H", "O", "B", "O", "C", "C", "C", "C", "C", "C", "H", "H", "H", "H", "C", "Ge", "C", "C", "C", "Se", "C", "H", "H", "H", "H", "H", "H", "H", "H", "H", "H", "H", "H", "H", "H"], "xyz": [[0.767, -0.043, 0.834], [4.066, 1.101, 2.120], [2.870, 1.076, 3.002], [2.734, 1.403, 4.328], [1.390, 1.171, 4.645], [0.753, 0.730, 3.568], [1.650, 0.671, 2.530], [-0.776, 0.286, 3.503], [-0.828, -1.216, 3.058], [-1.337, -2.332, 3.588], [-1.102, -3.402, 2.735], [-0.430, -2.871, 1.650], [0.064, -3.529, 0.410], [-0.276, -1.540, 1.850], [-1.440, 1.101, 2.353], [-2.633, 1.690, 2.309], [-2.794, 2.304, 1.070], [-1.626, 2.059, 0.377], [-1.172, 2.585, -0.936], [-0.806, 1.304, 1.157], [-1.397, 0.584, 4.812], [-1.506, -0.124, 5.980], [-1.885, 0.743, 6.958], [-1.979, 2.008, 6.323], [-2.355, 3.317, 6.937], [-1.671, 1.911, 5.044], [4.878, 1.636, 2.608], [3.852, 1.601, 1.174], [4.415, 0.086, 1.912], [3.499, 1.768, 4.993], [0.863, 1.306, 5.577], [-1.868, -2.316, 4.523], [-1.401, -4.425, 2.887], [0.724, -4.361, 0.650], [0.617, -2.830, -0.223], [-0.770, -3.916, -0.176], [-3.280, 1.673, 3.170], [-3.632, 2.898, 0.746], [-1.031, 3.665, -0.871], [-1.899, 2.368, -1.715], [-0.218, 2.142, -1.223], [-1.275, -1.172, 6.056], [-2.078, 0.514, 7.993], [-2.683, 3.179, 7.964], [-3.162, 3.789, 6.378], [-1.507, 4.001, 6.938], [1.507, -0.443, -1.448], [1.072, 0.302, -2.864], [2.585, 0.687, -3.776], [2.162, 0.346, -5.208], [1.561, -1.059, -5.142], [0.596, -1.085, -3.952], [3.389, 0.031, -3.437], [2.844, 1.727, -3.587], [3.038, 0.401, -5.853], [1.436, 1.072, -5.582], [2.345, -1.805, -5.012], [1.021, -1.302, -6.055], [0.618, -1.983, -3.333], [-0.439, -0.874, -4.218], [3.884, -0.125, -0.996], [2.835, -0.952, -1.228], [3.087, -2.276, -1.142], [4.465, -2.317, -0.840], [5.265, -3.417, -0.653], [6.603, -3.145, -0.378], [7.089, -1.840, -0.301], [6.263, -0.736, -0.491], [4.947, -1.024, -0.759], [4.885, -4.427, -0.725], [7.285, -3.971, -0.229], [8.138, -1.681, -0.093], [6.635, 0.278, -0.443], [-4.858, 0.503, -5.830], [-3.784, 0.791, -4.242], [-2.013, 1.528, -4.701], [-4.656, 1.920, -2.906], [-3.419, -0.973, -3.420], [-2.209, -0.891, -1.872], [-3.449, -1.325, -0.441], [-5.060, 1.446, -6.337], [-5.814, 0.053, -5.562], [-4.348, -0.161, -6.528], [-2.069, 2.603, -4.874], [-1.623, 1.062, -5.610], [-1.324, 1.361, -3.868], [-5.461, 2.490, -3.368], [-3.964, 2.634, -2.459], [-5.092, 1.312, -2.112], [-2.975, -1.674, -4.126], [-4.332, -1.441, -3.051], [-4.236, -0.578, -0.395], [-2.885, -1.317, 0.492], [-3.867, -2.314, -0.607]], "forces_ev_per_angstrom": [[-0.40, 0.39, -0.46], [0.00, 0.00, 0.02], [-0.05, 0.03, -0.04], [0.01, 0.01, 0.03], [-0.01, 0.05, 0.01], [0.01, -0.08, -0.04], [0.12, -0.26, 0.18], [0.06, 0.06, -0.01], [0.13, 0.02, 0.01], [-0.10, 0.01, -0.02], [-0.05, -0.01, -0.01], [-0.03, 0.04, -0.05], [-0.01, 0.01, 0.01], [0.13, -0.17, 0.07], [-0.02, -0.01, 0.02], [0.00, 0.02, 0.02], [0.03, 0.05, 0.01], [0.05, 0.05, 0.00], [0.00, -0.01, 0.04], [-0.11, -0.07, 0.00], [-0.16, -0.06, -0.02], [0.11, 0.05, 0.00], [0.01, -0.02, 0.04], [0.00, 0.08, 0.04], [0.00, -0.03, -0.01], [-0.03, -0.07, -0.04], [0.00, 0.00, 0.00], [0.00, 0.00, 0.00], [0.00, 0.00, 0.00], [0.00, 0.00, -0.01], [0.01, 0.00, 0.00], [-0.01, 0.01, 0.00], [0.01, 0.00, 0.00], [-0.01, -0.01, 0.01], [0.01, 0.01, 0.00], [0.00, 0.00, 0.00], [0.00, 0.01, 0.00], [0.00, -0.01, 0.00], [-0.02, 0.00, -0.01], [0.00, 0.00, -0.01], [0.02, 0.00, 0.00], [0.00, -0.01, -0.01], [0.00, 0.00, -0.01], [0.00, 0.00, 0.00], [0.00, 0.00, 0.00], [0.00, 0.00, 0.00], [0.37, 0.18, 0.18], [-0.25, -0.24, -0.01], [0.00, 0.02, 0.01], [-0.01, 0.01, 0.00], [-0.01, 0.01, -0.01], [0.04, 0.00, 0.00], [0.00, 0.00, 0.00], [0.00, 0.00, 0.00], [0.00, 0.00, -0.01], [-0.01, 0.00, 0.01], [0.01, 0.01, 0.02], [0.01, -0.02, 0.00], [-0.03, 0.00, -0.01], [0.01, 0.03, -0.02], [0.00, 0.02, -0.02], [0.01, -0.11, -0.03], [-0.02, -0.01, -0.03], [-0.03, -0.01, 0.00], [0.01, -0.02, 0.00], [0.00, 0.02, 0.00], [-0.01, -0.02, 0.00], [0.03, 0.02, 0.01], [-0.01, 0.01, 0.01], [0.00, 0.01, 0.00], [0.00, 0.00, 0.00], [0.00, 0.00, 0.00], [0.00, -0.01, 0.00], [-0.02, 0.00, 0.00], [0.00, 0.05, -0.03], [-0.02, -0.02, 0.00], [0.00, -0.03, 0.02], [0.13, -0.08, 0.06], [0.14, 0.00, 0.11], [-0.02, 0.03, 0.04], [0.02, 0.01, 0.01], [0.00, -0.01, -0.01], [-0.01, 0.00, -0.01], [-0.01, -0.01, -0.02], [0.02, -0.01, 0.02], [0.01, 0.03, 0.01], [0.00, 0.00, -0.01], [0.00, 0.00, 0.01], [-0.01, 0.02, 0.00], [-0.03, 0.01, -0.02], [-0.01, 0.03, 0.01], [0.00, 0.00, 0.00], [-0.01, 0.00, 0.00], [0.00, 0.00, -0.01]], "e_lumo_ev": [-9.14, -11.29], "relative_energy_kcal_mol": 11.3, "homo_lumo_gap_ev": [6.154, 3.987], "total_charge": 3, "spin_multiplicity": 6, "e_homo_ev": [-15.29, -15.28], "fmax_ev_per_a": 0.72, "total_energy_ev": -187565.9807}


Calculated molar mass (u), listed in the same order as above: 78.1 885.1